Entry 1:
ORCA calculation (wB97M-V/def2-TZVPD) on a single C14H22BrN3O2 molecule.

calculated total energy	-3435.4410	a.u.
frontier orbital gap	8.74	eV
HOMO level	-8.06	eV
net charge	0

Element x y z (Å)
C -3.39104 -2.99140 0.74574
C -3.31642 -1.50593 1.08317
N -2.28316 -0.83864 0.31435
C -1.74536 0.34481 0.96672
C -0.67457 -0.01821 1.99384
C -2.61522 -0.66211 -1.09178
C -1.61147 -1.43189 -1.97029
N -0.25990 -1.14793 -1.54546
C 0.36936 -0.00840 -1.93599
O -0.00100 0.68056 -2.86158
C 1.61145 0.26779 -1.14438
C 2.61404 -0.68078 -1.04712
C 3.77571 -0.40205 -0.35595
Br 5.14113 -1.73936 -0.26412
C 3.97767 0.83173 0.26804
N 5.09859 1.09522 1.00356
C 2.95106 1.77675 0.17847
C 1.77817 1.51191 -0.51176
O 0.72911 2.36396 -0.59389
C 0.84669 3.64911 -0.03629
H -4.11234 -3.48300 1.39403
H -3.69671 -3.14467 -0.28581
H -2.41765 -3.45241 0.89086
H -4.30620 -1.04055 0.92500
H -3.06939 -1.40210 2.14146
H -2.54128 0.92825 1.46038
H -1.28591 0.98277 0.20900
H -1.07143 -0.67311 2.76532
H -0.30055 0.88523 2.46937
H 0.15989 -0.52213 1.51156
H -2.56846 0.39530 -1.37220
H -3.62803 -1.01778 -1.30311
H -1.71103 -1.11877 -3.01082
H -1.77243 -2.50838 -1.88940
H -0.02626 -1.52264 -0.63817
H 2.49385 -1.63615 -1.53504
H 5.30072 2.05431 1.22473
H 5.89363 0.49012 0.87366
H 3.10219 2.72408 0.67183
H 0.97811 3.60499 1.05043
H 1.67480 4.20761 -0.48313
H -0.09032 4.15387 -0.26520

Results of the natural (NBO) charge analysis, in e, for atoms 1 through 4: atom 1 (C): -0.611, atom 2 (C): -0.204, atom 3 (N): -0.484, atom 4 (C): -0.216

Entry 2:
ORCA calculation (wB97M-V/def2-TZVPD) on a molecular structure, C27H24F3O7S2V.

calculated total energy	-3610.0605	a.u.
frontier orbital gap (alpha / beta)	6.19 / 7.66	eV
HOMO level (alpha / beta)	-3.95 / -5.42	eV
multiplicity	4
<S²>	3.7612
net charge	-1

Element x y z (Å)
V -0.99611 -0.22260 -0.61445
O -0.48028 -1.07901 1.34092
C -0.68543 -0.19394 2.46844
C -1.15206 1.20425 1.94670
O -1.42657 2.04378 2.79382
O -1.17764 1.33966 0.68291
C 0.68942 -0.08786 3.12655
C 1.49429 1.03080 2.97076
C 2.78322 1.04461 3.49283
C 3.27424 -0.05488 4.17634
C 2.47242 -1.17941 4.33515
C 1.19142 -1.19162 3.81170
C -1.73517 -0.74112 3.42522
C -1.79373 -0.21843 4.71730
C -2.74390 -0.66834 5.61459
C -3.65493 -1.65120 5.23931
C -3.60770 -2.16853 3.95857
C -2.65413 -1.71117 3.05154
H -0.94597 -1.92582 1.42574
H 1.12205 1.89444 2.43741
H 3.40356 1.92141 3.35578
H 4.27899 -0.04247 4.58075
H 2.84646 -2.04818 4.86211
H 0.56782 -2.06984 3.93117
H -1.09543 0.55433 5.00608
H -2.77557 -0.24951 6.61267
H -4.39644 -2.00521 5.94497
H -4.31161 -2.92894 3.64576
H -2.66838 -2.12690 2.05241
F -4.28879 -1.11585 -2.09796
C -3.78595 -1.66267 -0.99321
F -4.76444 -2.30042 -0.35050
F -3.37334 -0.64153 -0.17701
S -2.38097 -2.79866 -1.34132
O -1.36923 -1.93879 -1.97423
O -2.99580 -3.77614 -2.19198
O -1.99425 -3.21542 -0.00446
O -1.94688 0.86918 -2.18923
S -1.04067 1.90432 -2.87358
C -2.16954 2.65739 -4.07523
C -1.85091 2.09535 -5.46635
C -1.21383 0.72603 -5.23607
C -0.18639 0.95822 -4.13750
H -2.10816 3.74149 -3.99924
H -3.14619 2.33492 -3.71192
H -1.13280 2.74783 -5.97011
H -2.74650 2.05574 -6.08685
H -0.75649 0.31566 -6.13638
H -1.95518 0.00803 -4.87955
H 0.65526 1.57190 -4.47359
H 0.20652 0.08380 -3.62167
C 0.96568 0.00947 -1.22479
C 2.10946 0.26944 -1.57472
C 3.47634 0.50868 -1.93128
C 4.47527 0.54265 -0.95045
C 5.79797 0.77572 -1.28818
C 6.16406 0.98309 -2.61250
C 5.18426 0.95474 -3.59612
C 3.86036 0.72104 -3.26028
H 4.18891 0.38284 0.08118
H 6.54946 0.79537 -0.50791
H 7.19882 1.16340 -2.87480
H 5.45110 1.11317 -4.63440
H 3.09999 0.69171 -4.03082

Results of the natural (NBO) charge analysis, in e, for atoms 1 through 4: atom 1 (V): 1.113, atom 2 (O): -0.725, atom 3 (C): 0.054, atom 4 (C): 0.778

Entry 3:
ORCA calculation (wB97M-V/def2-TZVPD) on 2 unconnected molecules or ions with the total composition C3H9O2S at a distorted geometry.

calculated total energy	-668.3781	a.u.
frontier orbital gap	6.70	eV
HOMO level	-3.49	eV
net charge	-1

Element x y z (Å)
C -0.64212 -1.56811 -0.64591
O 0.66130 -1.86318 -0.92021
C -0.91832 -0.05169 -0.81967
C -0.30008 0.71512 0.33163
S -0.24751 2.51445 0.15416
H -0.96689 -1.75808 0.39966
H -1.31760 -2.13769 -1.31273
H -0.57459 0.36923 -1.76491
H -2.01530 0.03135 -0.88916
H 0.74123 0.42633 0.45810
H -0.88024 0.44414 1.21193
H -1.42674 2.88610 0.66572
H 2.38057 -2.50405 1.36249
H 1.26880 -1.86753 0.31679
O 1.58835 -1.96661 1.36506

Results of the natural (NBO) charge analysis, in e, for atoms 1 through 4: atom 1 (C): -0.027, atom 2 (O): -0.907, atom 3 (C): -0.430, atom 4 (C): -0.518

Entry 4:
ORCA calculation (wB97M-V/def2-TZVPD) on 2 unconnected molecules or ions with the total composition C6H12O at a distorted geometry.

calculated total energy	-310.9947	a.u.
frontier orbital gap	10.39	eV
HOMO level	-9.44	eV
net charge	0

Element x y z (Å)
C 0.86404 1.79524 0.68448
C 0.52019 0.83609 -0.16653
C -0.15977 -0.44248 0.18965
C 0.40659 -1.63519 0.10064
C -1.61684 -0.31722 0.60129
C -2.53522 0.04716 -0.56644
H 1.20797 2.76392 0.33725
H 1.05152 1.56747 1.73314
H 0.65795 0.98166 -1.23652
H 1.40932 -1.86035 -0.22589
H -0.20891 -2.52379 0.23921
H -1.87094 -1.29793 0.99968
H -1.70292 0.42294 1.40305
H -2.35024 -0.64677 -1.39322
H -2.22209 1.00660 -0.98290
H -3.58420 0.03691 -0.27931
O 3.39213 -0.50076 -0.78618
H 4.04459 -0.37553 -0.09012
H 2.69685 0.14204 -0.56129

Results of the natural (NBO) charge analysis, in e, for atoms 1 through 4: atom 1 (C): -0.383, atom 2 (C): -0.238, atom 3 (C): -0.036, atom 4 (C): -0.386

Entry 5:
ORCA calculation (wB97M-V/def2-TZVPD) on a gas-phase ion, C2H4ClN2 (charge +1) at a distorted geometry.

calculated total energy	-647.7956	a.u.
frontier orbital gap	8.36	eV
HOMO level	-14.93	eV
net charge	+1

Element x y z (Å)
C -2.20501 -0.67032 0.34112
C 1.49934 0.39136 -0.01147
N 0.10094 0.61878 0.32795
N -0.87603 -0.16374 0.08760
Cl -3.40248 -0.18273 -0.48882
H 1.55379 -0.61152 -0.42308
H 1.87617 1.40735 -0.52669
H 2.09077 0.36676 1.01890
H -0.63749 -1.15595 -0.32551

Results of the natural (NBO) charge analysis, in e, for atoms 1 through 4: atom 1 (C): 0.104, atom 2 (C): -0.496, atom 3 (N): 0.041, atom 4 (N): -0.265

Entry 6:
ORCA calculation (wB97M-V/def2-TZVPD) on a molecular structure, C16H26N8RuS3.

calculated total energy	-2352.2847	a.u.
frontier orbital gap	6.76	eV
HOMO level	-13.59	eV
net charge	+2

Element x y z (Å)
Ru -0.14650 -1.24574 0.70289
S 1.46846 -0.38154 -0.64640
C 0.35524 0.74414 -1.29384
S -1.14488 0.52539 -0.30037
C 0.46035 1.61018 -2.32672
C -0.67578 2.40062 -2.67314
N -1.61034 3.04483 -2.86610
C 1.67826 1.72071 -3.06610
N 2.65672 1.80696 -3.66291
N 0.63396 -0.13745 2.36452
C 1.24865 -0.84674 3.53211
C 0.80445 -2.29735 3.63078
C 1.49505 -3.17598 2.59671
N 0.83286 -3.08339 1.26608
H 1.29733 0.56253 2.03615
H -0.16643 0.38776 2.70906
H 1.01445 -0.29765 4.44304
H 2.32985 -0.80987 3.40409
H -0.28446 -2.36610 3.51569
H 1.02366 -2.67183 4.63019
H 1.52772 -4.21674 2.91646
H 2.52501 -2.84503 2.46544
H 0.09247 -3.77988 1.21345
H 1.50037 -3.35277 0.54848
S -1.07723 2.32198 0.84354
C -2.68302 3.00407 0.64095
N -3.33888 3.46158 1.69323
C -4.59752 4.11954 1.29451
C -4.60481 3.90785 -0.23779
N -3.33507 3.19594 -0.47520
H -2.97675 3.43982 2.63228
H -4.58154 5.17007 1.57436
H -5.43784 3.63353 1.78378
H -4.60012 4.84704 -0.78581
H -5.44225 3.30412 -0.57776
H -2.92434 3.07124 -1.39712
N -0.91527 -2.42845 -0.81209
C -1.21593 -2.96595 -1.79656
N -1.54571 -3.56635 -2.89060
C -2.73364 -3.16351 -3.67822
C -3.70754 -4.32803 -3.76545
C -3.01552 -5.58079 -4.30280
C -1.79004 -5.94049 -3.46242
C -0.82711 -4.76697 -3.37749
H -2.37322 -2.88326 -4.67073
H -3.17444 -2.28394 -3.21258
H -4.53814 -4.03963 -4.41073
H -4.12037 -4.52674 -2.77245
H -2.71266 -5.41682 -5.34122
H -3.71665 -6.41443 -4.30730
H -1.26205 -6.79064 -3.89559
H -2.10034 -6.22894 -2.45420
H -0.43136 -4.51844 -4.36499
H 0.01412 -4.95992 -2.71451

Results of the natural (NBO) charge analysis, in e, for atoms 1 through 4: atom 1 (Ru): 0.317, atom 2 (S): 0.172, atom 3 (C): -0.241, atom 4 (S): 0.400

Entry 7:
ORCA calculation (wB97M-V/def2-TZVPD) on a molecular structure, C43H54F5N4O3Pb.

calculated total energy	-2807.9424	a.u.
frontier orbital gap	6.24	eV
HOMO level	-4.35	eV
net charge	-1

Element x y z (Å)
Pb 0.31841 -0.60356 -0.03045
C -0.35409 -0.57865 -4.51731
C -0.74481 0.50768 -3.52093
C -0.29056 1.88820 -4.00373
C -2.21563 0.53254 -3.17196
C -3.17076 0.13034 -4.09679
C -4.52489 0.22727 -3.81975
C -4.92650 0.73542 -2.59744
C -4.00346 1.14421 -1.64044
C -4.50192 1.72518 -0.33176
C -5.65115 0.91297 0.27243
C -4.93090 3.18402 -0.51723
C -2.62432 1.04574 -1.92087
N -1.65762 1.35034 -0.94828
C -1.38268 2.61432 -0.70155
O -1.82725 3.64234 -1.25066
C -0.36452 2.82849 0.41582
C 0.07153 4.11973 0.68540
C 0.98786 4.31810 1.70259
C 1.43977 3.23195 2.43335
C 0.96140 1.97463 2.09669
N 0.08077 1.78462 1.11844
C 1.43140 0.77321 2.88829
O 2.03892 0.98727 3.94770
N 1.11073 -0.43562 2.40201
C 1.48748 -1.48734 3.26839
C 2.79563 -2.00316 3.30272
C 3.09018 -3.04459 4.18134
C 2.13430 -3.57462 5.03238
C 0.84724 -3.04687 5.01662
C 0.51082 -2.01251 4.14460
C -0.86667 -1.38566 4.20204
C -0.87866 -0.27365 5.25706
C -1.98806 -2.38734 4.46848
C 3.90900 -1.37813 2.48514
C 4.70856 -2.38846 1.66187
C 4.84109 -0.58442 3.40559
H 0.73332 -0.63897 -4.58604
H -0.73405 -0.36268 -5.51961
H -0.73207 -1.55746 -4.21356
H -0.20212 0.31892 -2.59451
H -0.77052 2.12839 -4.95739
H 0.79257 1.90578 -4.14673
H -0.56608 2.66193 -3.28601
H -2.85174 -0.26051 -5.05542
H -5.25873 -0.08851 -4.55159
H -5.98527 0.81500 -2.37799
H -3.65995 1.71036 0.36512
H -6.57678 1.06076 -0.28936
H -5.84397 1.23630 1.29865
H -5.43586 -0.15644 0.27891
H -5.78402 3.23756 -1.20089
H -4.11078 3.77052 -0.92830
H -5.23730 3.62010 0.43814
H -0.32543 4.92389 0.08307
H 1.34835 5.31513 1.92674
H 2.14499 3.32056 3.24635
H 4.10435 -3.42692 4.21624
H 2.39313 -4.36714 5.72506
H 0.10161 -3.43031 5.70298
H -1.04295 -0.91191 3.23530
H -0.73114 -0.69846 6.25453
H -1.83692 0.25060 5.24840
H -0.07918 0.44484 5.07903
H -1.96501 -2.75997 5.49557
H -1.93818 -3.24677 3.79443
H -2.95818 -1.91104 4.31984
H 3.44867 -0.67881 1.79247
H 5.16055 -3.16145 2.29015
H 5.51540 -1.87445 1.13763
H 4.09588 -2.86457 0.89832
H 5.36832 -1.25475 4.09201
H 4.27479 0.14016 3.98860
H 5.58864 -0.05559 2.81043
C -3.08429 -1.44733 1.11601
O -3.34718 -2.10634 -0.10739
H -3.33834 -0.38654 1.07560
H -2.03124 -1.52106 1.40562
H -3.68767 -1.92591 1.88880
H -2.99892 -1.55812 -0.82242
F 3.49824 -1.01327 -0.78113
C 2.50529 -0.08439 -1.02910
F 2.29504 -0.14790 -2.40110
C 3.16249 1.27192 -0.79978
F 2.31506 2.26428 -1.10080
F 3.52498 1.41122 0.48795
F 4.27515 1.46291 -1.53698
C 0.22201 -5.98411 2.81165
N 0.69701 -4.68906 2.28796
C 2.01933 -4.84626 1.62403
C -0.34435 -3.99387 1.39724
C -0.03771 -4.15361 -0.05668
C -0.42718 -5.31651 -0.72471
C -0.04440 -5.50837 -2.04047
C 0.71067 -4.52573 -2.67220
C 1.06466 -3.36508 -1.99469
C 0.71607 -3.13254 -0.65297
H 0.94544 -6.35860 3.53322
H 0.12428 -6.68025 1.98053
H -0.74272 -5.84255 3.29331
H 0.84088 -4.06402 3.09690
H 1.91768 -5.54983 0.80196
H 2.72598 -5.19817 2.37219
H 2.32077 -3.88097 1.23722
H -0.26681 -2.94029 1.66145
H -1.31798 -4.37287 1.70891
H -1.04500 -6.06229 -0.22862
H -0.34329 -6.40213 -2.57456
H 1.00484 -4.66242 -3.70762
H 1.62690 -2.61234 -2.54130

Results of the Löwdin charge analysis, in e, for atoms 1 through 4: atom 1 (Pb): 1.415, atom 2 (C): -0.080, atom 3 (C): -0.388, atom 4 (C): -0.040

Entry 8:
ORCA calculation (wB97M-V/def2-TZVPD) on a molecular structure, C27H39Cl4N2O3PtS2Sb at a distorted geometry.

calculated total energy	-4383.6375	a.u.
frontier orbital gap	6.79	eV
HOMO level	-13.30	eV
net charge	+2

Element x y z (Å)
Pt -0.49628 0.08867 -1.02181
O -1.48092 1.22978 1.28906
C -1.62715 2.57576 0.88266
C -1.93893 2.68098 -0.59146
C -2.72338 3.74679 -1.00826
C -2.99431 3.93858 -2.34784
C -2.47023 3.04683 -3.27210
C -1.70525 2.00441 -2.81254
N -1.43381 1.81834 -1.50115
H -1.01098 1.20429 2.13056
H -0.71666 3.15276 1.07740
H -2.44726 3.04259 1.42896
H -3.12700 4.41985 -0.26295
H -3.60789 4.77008 -2.67022
H -2.65052 3.15738 -4.33223
H -1.27182 1.28477 -3.49054
Cl 1.04043 -3.60694 4.13193
C 1.15890 -2.37238 2.95631
C 1.70333 -1.12280 3.29904
Cl 2.26543 -0.83021 4.88700
C 1.77932 -0.11956 2.33802
Cl 2.43468 1.43794 2.68441
C 1.29087 -0.35653 1.06176
O 1.31920 0.54592 0.03995
C 0.75757 -1.57109 0.73284
O 0.36337 -1.65273 -0.55976
C 0.71186 -2.59984 1.65954
Cl 0.08409 -4.12739 1.17415
C 2.13139 -2.86934 -3.27430
C 2.05690 -1.38085 -3.59373
C 0.65705 -0.98460 -4.05289
C 3.10835 -0.96378 -4.61154
Sb 2.46378 -0.29716 -1.67534
C 2.98208 1.88127 -2.02546
C 3.43924 2.50267 -0.71305
C 1.69089 2.52314 -2.51438
C 4.08589 1.92648 -3.07456
C 4.14881 -1.29865 -0.60202
C 4.61090 -0.41316 0.54488
C 3.63005 -2.64032 -0.08520
C 5.23473 -1.47781 -1.65569
H 1.78948 -3.42223 -4.15692
H 1.49501 -3.14573 -2.43464
H 3.15187 -3.19429 -3.07064
H 0.36629 -1.63089 -4.88954
H 0.63143 0.04745 -4.41032
H -0.08314 -1.09830 -3.26563
H 2.99030 -1.61517 -5.48396
H 4.13153 -1.08596 -4.25320
H 2.97459 0.05976 -4.94998
H 2.76199 2.30584 0.11055
H 3.47782 3.58808 -0.86247
H 4.43981 2.18116 -0.43700
H 0.89424 2.40632 -1.78670
H 1.36347 2.11650 -3.47463
H 1.85857 3.59792 -2.64868
H 4.97758 1.37906 -2.76637
H 4.38306 2.97276 -3.20333
H 3.76540 1.56114 -4.04456
H 3.79661 -0.05489 1.16391
H 5.18565 0.44088 0.19477
H 5.26968 -1.01046 1.18420
H 2.86223 -2.51470 0.67203
H 4.46564 -3.17294 0.38170
H 3.23665 -3.27650 -0.87638
H 5.58627 -0.52713 -2.06070
H 4.92033 -2.11770 -2.48097
H 6.09099 -1.96375 -1.17616
S -2.50688 -0.87666 -1.64742
C -2.41913 -2.40987 -2.41482
N -3.41376 -2.76569 -3.19457
C -3.30697 -4.03839 -3.91601
C -2.21651 -4.83689 -3.20042
S -1.23850 -3.63753 -2.22802
H -4.18028 -2.12918 -3.36808
H -3.04598 -3.83814 -4.95478
H -4.26125 -4.55857 -3.89539
H -1.55277 -5.34287 -3.89581
H -2.62554 -5.56697 -2.50568

Results of the Löwdin charge analysis, in e, for atoms 1 through 4: atom 1 (Pt): 0.947, atom 2 (O): -0.078, atom 3 (C): -0.166, atom 4 (C): -0.207

- Which value of calculated total energy does entry 4 give?
  -310.9947 a.u.